# 1
Here is C4H11NOS in the gas phase at a distorted geometry from the Open Molecules 2025 dataset. Energies are from wB97M-V/def2-TZVPD.

```
18
C4H11NOS wB97M-V/def2-TZVPD
H 0.3770 -2.2606 -0.8862
C -1.2775 -0.4883 0.3351
S -0.0285 2.1001 1.8756
H 0.9660 2.0399 2.7530
H 1.1357 0.1107 1.0219
N 0.2660 -0.2210 -1.5200
H -2.0265 0.7384 1.7137
C 0.6890 1.0162 0.6114
H -1.9346 -0.9829 -0.3941
H 1.9242 -1.3654 -0.6606
H 1.3563 -1.8306 -2.2010
H 0.7170 0.3275 -2.2313
O -2.3766 0.2025 0.9949
H -0.9643 1.2604 -0.8237
H -0.8945 -1.3319 0.9142
C -0.3593 0.4587 -0.4060
H 1.4303 1.6623 0.1393
C 1.0002 -1.4362 -1.2363
```

The LUMO energy comes out at 0.736 eV. The calculation puts the largest force on an atom at 3.54 eV/Å. The calculation puts the highest occupied orbital energy at -8.87 eV. Its structure (SMILES) is CN[C@@H](CO)CS. As for the energy relative to the best compared isomer or geometry (same formula, charge and spin): 41.0 kcal per mole.

=====

# 2
Here is C3H5N3O in the gas phase at a distorted geometry from the Open Molecules 2025 dataset. Energies are from wB97M-V/def2-TZVPD.

```
12
C3H5N3O wB97M-V/def2-TZVPD
C -0.1924 1.6390 -0.8728
C -0.2321 -0.1402 0.3479
C 0.3937 0.3582 -0.7573
H 0.6812 -1.9137 -0.5427
N -1.1458 0.7507 0.7784
O -0.2433 -1.4574 0.9679
H -1.8580 0.4734 1.5306
H 0.1535 2.5909 -1.3814
N -1.0491 1.8703 0.1072
N 0.7969 -2.1876 0.4022
H 1.0923 -0.1215 -1.3938
H 1.6032 -1.8621 0.8139
```

The LUMO energy comes out at 0.928 eV. The calculation puts the largest force on an atom at 3.58 eV/Å. The calculation puts the highest occupied orbital energy at -9.21 eV. Its structure (SMILES) is NOc1ccn[nH]1. As for the energy relative to the best compared isomer or geometry (same formula, charge and spin): 93.1 kcal per mole.

=====

# 3
Here is a molecular structure, C42H58F3N3O4S2Zr from the Open Molecules 2025 dataset. Energies are from wB97M-V/def2-TZVPD.

```
113
C42H58F3N3O4S2Zr wB97M-V/def2-TZVPD
C -2.2325 6.5768 -1.0265
C 3.2013 4.2249 1.5446
H 3.6126 1.9431 0.0651
C 1.5445 3.8115 -0.3060
C 3.3439 -3.2853 0.9300
O 1.3595 1.8574 1.2120
H -1.9577 0.6591 -0.8562
C -2.6869 -3.9772 -0.9711
N -1.3376 0.4717 1.1288
Zr 1.1366 -0.0603 0.5862
O 4.1359 -1.3972 3.0352
H 4.9165 3.0674 -0.2826
H 1.6090 1.2580 3.7096
H -0.9525 7.4570 -3.2543
H -1.0902 -0.5341 4.3646
H -4.6218 -5.3765 -2.5084
C -0.2075 -4.4663 -0.7413
H -2.9797 4.4860 -2.6229
C 0.1649 1.6398 -0.8286
H 2.8876 3.3411 2.0906
H 1.7329 -4.4916 -1.7187
H -5.7492 -4.0840 0.8294
H -5.8756 -1.8453 -2.1874
S 2.5540 -0.4116 -1.5656
H 3.0307 6.2082 -0.2956
H 0.7250 -3.6050 1.0191
O 3.1145 0.0334 1.6447
H -0.8196 2.2303 2.1408
H 2.9100 -3.5749 1.8779
C -3.8226 -3.1787 -0.9230
C -1.2531 -2.1701 -0.2888
C 3.5459 5.3110 -0.6455
H 4.6045 5.4190 -0.4015
H 0.3271 -6.4855 -1.2157
H 0.3905 -4.0142 -2.7700
H -2.7639 7.3575 -1.5769
C -5.8056 -2.9075 -2.4225
C -0.6873 2.5431 0.0348
C 4.9482 -3.5537 -0.8007
C 3.3144 -1.8034 -0.8323
C -0.7609 -0.0101 3.4542
C -1.4037 -3.5214 -0.6655
C -2.2668 0.1183 0.0389
H -1.2745 -6.3694 -0.4893
H -7.1436 -3.8644 -0.2403
H 0.4880 -2.1741 4.3475
C -0.3776 6.7383 -2.6653
C 0.7046 -1.9209 3.2992
H 0.0102 -2.4501 2.6476
N 2.7921 -2.2321 0.3245
H 2.4890 -0.2650 3.9827
H -2.7970 -5.0084 -1.2613
H 1.2931 -5.2292 0.6258
C -1.3402 5.7684 -1.9768
H 4.8204 -4.8307 0.9474
C 5.4597 0.1598 1.8020
C -1.3229 3.6889 -0.6024
C 4.1111 -0.4943 2.2109
C -5.2231 -5.1815 -1.6192
C 0.7998 -3.9226 -1.7610
C 3.8573 2.8620 -0.4583
S 0.1076 1.5551 -2.5134
C -1.3598 1.9358 1.2417
C -2.3864 -1.3449 -0.2585
C -2.2119 5.1235 -3.0612
H 1.3406 5.5788 -1.3903
H 0.3067 6.2204 -3.3387
C -5.2221 -3.7000 -1.2460
H -5.1774 -3.0098 -3.3083
H 1.0231 -2.8743 -1.5881
C 4.4122 -3.9866 0.4098
F 5.5142 1.4404 2.2248
C 0.8805 2.5672 0.1239
F 6.5182 -0.4723 2.3297
H -6.2450 -5.5033 -1.8309
H -2.7497 0.1662 2.6754
F 5.6265 0.1698 0.4713
H 3.4572 5.2623 -1.7324
H 2.6266 5.0846 1.9008
H 1.7267 -2.2204 3.0684
C -1.7630 -0.2047 2.3507
H -2.3984 2.2953 1.3321
H -6.8085 -3.2668 -2.6662
H 1.1201 0.1555 5.0328
H -1.6372 7.0528 -0.2450
C -6.1303 -3.5176 -0.0222
H 4.7986 -2.0785 -2.3581
H -3.2652 0.4908 0.3232
H 5.7915 -4.0682 -1.2444
C 4.4042 -2.4565 -1.4260
C -3.6387 -1.8530 -0.5592
H -1.6110 4.4977 -3.7216
H -2.7090 5.8931 -3.6583
H -1.8828 -1.2652 2.1194
C 1.5191 0.2148 4.0104
C -0.6165 4.6652 -1.1974
H -0.3097 -5.0078 1.3499
H -2.9725 5.9390 -0.5418
H -0.6837 1.0450 3.7155
H -4.4859 -1.1766 -0.5092
C 0.8245 4.7133 -1.0072
H -2.4090 3.7215 -0.5961
H -1.0270 -5.9003 -2.1793
C -0.5837 -5.8839 -1.1819
N 0.5897 -0.4722 3.0899
C 3.0155 4.0453 0.0277
H 3.7115 2.6854 -1.5264
C 0.4154 -4.5784 0.6527
H 0.2185 7.3045 -1.9479
H -6.1914 -2.4707 0.2757
H 4.2576 4.4065 1.7599
O -0.0724 -1.6505 0.0658
H -4.8393 -5.8024 -0.8082
```

The LUMO energy (spin up / spin down) comes out at 2.325 / 1.881 eV. As for the expectation value of S²: 0.76. Its total charge is -1. The calculation puts the largest force on an atom at 0.63 eV/Å. The spin multiplicity is 2. The calculation puts the highest occupied orbital energy (spin up / spin down) at -4.47 / -4.55 eV. As for the energy relative to the best compared isomer or geometry (same formula, charge and spin): 0.3 kcal per mole.